Here is 2 unconnected molecules or ions with the total composition C2H9NOS2 from the Open Molecules 2025 dataset. Energies are from ωB97M-V with the def2-TZVPD basis set.

## Properties
HOMO level (spin up / spin down) = -0.38 / -3.26 eV
net charge = -1
multiplicity = 2
gap between HOMO and LUMO (spin up / spin down) = 3.327 / 6.191 eV
E_LUMO (spin up / spin down) = 2.94 / 2.93 eV

The geometry in XYZ format:
```
15
Properties=species:S:1:pos:R:3:forces:R:3
C -1.19524 -0.81045 1.04396 -0.303 -0.282 2.628
S -2.31634 -1.25880 2.51070 0.890 1.632 -0.204
S -2.65403 -3.44415 1.83935 0.078 -2.154 -0.417
H -0.49116 -0.19311 1.59395 -0.014 0.910 -0.548
H -0.55125 -1.63313 0.72754 -0.814 -0.313 -0.524
H -1.87705 -0.30893 0.37859 0.593 0.066 -0.767
H -3.90419 -3.29166 1.43515 -0.387 0.141 -0.154
N 2.53329 1.79028 -1.12216 0.234 0.039 0.254
C 1.41638 0.91965 -1.33665 -2.043 -0.956 0.675
O 0.22602 1.63437 -1.70226 0.632 -0.257 -0.418
H 3.32951 1.19703 -0.90932 0.147 0.226 -0.104
H 2.37297 2.35216 -0.28788 0.025 -0.148 -0.038
H 1.03848 0.33789 -0.47529 0.707 0.204 0.217
H 1.63900 0.14773 -2.07464 0.206 0.392 -0.454
H 0.43360 2.56111 -1.62105 0.049 0.500 -0.147
```
Positions in Å, forces in eV/Å.

Here is 2 unconnected molecules or ions with the total composition C2H9NOS2 from the Open Molecules 2025 dataset. Energies are from ωB97M-V with the def2-TZVPD basis set.

## Properties
HOMO level = -9.18 eV
multiplicity = 1
gap between HOMO and LUMO = 9.618 eV
E_LUMO = 0.44 eV

The geometry in XYZ format:
```
15
Properties=species:S:1:pos:R:3:forces:R:3
N 2.47273 0.30078 -1.46728 0.044 -0.407 0.181
C 1.75597 -0.03938 -0.22692 0.476 0.222 -1.470
C 0.23406 0.08080 -0.29390 0.290 0.551 0.349
S -0.54469 -1.36547 -1.04106 0.292 -0.130 0.102
S -2.52194 -0.90178 -0.96594 -0.224 0.122 0.067
H 2.50331 1.29495 -1.63276 -0.203 -0.025 -0.181
H 2.13883 -0.20162 -2.28024 -0.039 0.180 0.045
H 2.11268 -1.02994 0.05178 -0.250 -0.023 0.421
H 2.11198 0.70854 0.46132 0.086 -0.051 0.734
H -0.12694 0.33664 0.70443 -0.366 -0.542 0.012
H 0.01306 0.94605 -0.90939 -0.113 0.158 -0.211
H -2.59374 -0.07654 -2.02536 0.006 -0.055 -0.052
O 1.82814 3.45898 5.36997 0.005 0.021 -0.294
H 2.00705 4.29677 4.93028 0.013 0.065 0.148
H 1.70894 2.84989 4.63268 -0.017 -0.085 0.149
```
Positions in Å, forces in eV/Å.

Here is 2 unconnected molecules or ions with the total composition C2H9NOSi from the Open Molecules 2025 dataset. Energies are from ωB97M-V with the def2-TZVPD basis set.

## Properties
HOMO level = -8.25 eV
multiplicity = 1
gap between HOMO and LUMO = 8.634 eV
E_LUMO = 0.38 eV

The geometry in XYZ format:
```
14
Properties=species:S:1:pos:R:3:forces:R:3
C -0.38195 1.61132 -0.78878 4.323 0.579 1.113
C -0.61853 -1.62013 -0.54842 0.478 -0.156 -0.659
N -0.45178 0.11688 1.71056 -0.418 -0.297 0.932
O 2.56830 -0.36440 -0.46933 -3.327 0.125 -0.693
Si -0.10524 0.00798 0.09598 1.211 0.576 -0.720
H 0.45928 1.65507 -1.54518 -1.391 -0.016 0.145
H -1.30671 2.01544 -1.03995 -1.730 -0.018 -0.955
H 0.01995 2.39771 -0.07569 -0.309 -0.864 -0.332
H -1.42871 -2.20950 -0.08399 0.420 0.622 0.078
H -0.89591 -1.43192 -1.62331 0.750 -0.683 0.846
H 0.37600 -2.10556 -0.36176 -0.812 -0.301 -0.970
H -0.63354 0.89308 2.31323 0.304 0.516 -0.088
H -0.76016 -0.72367 2.16179 0.106 -0.345 0.198
H 3.15901 -0.24229 0.25484 0.395 0.262 1.107
```
Positions in Å, forces in eV/Å.

Here is 2 unconnected molecules or ions with the total composition C2H9NOSi from the Open Molecules 2025 dataset. Energies are from ωB97M-V with the def2-TZVPD basis set.

## Properties
HOMO level (spin up / spin down) = -4.85 / -10.66 eV
multiplicity = 3
gap between HOMO and LUMO (spin up / spin down) = 5.624 / 9.244 eV
E_LUMO (spin up / spin down) = 0.77 / -1.41 eV

The geometry in XYZ format:
```
14
Properties=species:S:1:pos:R:3:forces:R:3
C -0.89439 1.28007 -1.21786 2.460 1.385 0.193
C -0.16275 0.72663 0.01968 -0.584 0.161 -5.030
N -0.38667 -0.59715 0.33391 -0.074 0.540 -0.117
O 1.11466 1.17004 -0.06479 -0.108 0.287 -0.201
Si 0.78506 -1.80478 0.85712 1.097 0.413 -1.190
H -0.09384 1.14492 -2.06801 -1.742 0.369 1.204
H -1.72930 0.66297 -1.37358 -1.386 -0.447 -0.665
H -1.18141 2.40874 -1.15511 0.475 -2.035 0.055
H -0.82516 1.53401 1.33824 -0.822 0.988 1.925
H -1.22541 -0.85329 -0.19037 0.340 -0.670 0.771
H 1.43187 0.85219 0.74452 2.104 -0.183 2.163
H 1.44668 -1.47360 2.19378 -0.344 -0.041 -0.931
H 1.82393 -2.15421 -0.30571 -0.790 0.561 1.387
H -0.10327 -2.89654 0.88819 -0.626 -1.328 0.435
```
Positions in Å, forces in eV/Å.

Here is 2 unconnected molecules or ions with the total composition C2H9NOSi2 from the Open Molecules 2025 dataset. Energies are from ωB97M-V with the def2-TZVPD basis set.

## Properties
HOMO level = -8.91 eV
multiplicity = 1
gap between HOMO and LUMO = 8.935 eV
E_LUMO = 0.02 eV

The geometry in XYZ format:
```
15
Properties=species:S:1:pos:R:3:forces:R:3
C 1.43755 -0.38811 0.34365 -1.268 -0.771 0.092
C 2.05929 0.27348 -0.86860 -1.729 -3.824 0.696
N -0.61068 -0.12920 0.12895 2.959 1.484 0.572
O 1.86353 -1.11952 1.15749 -1.244 1.448 -1.194
Si -1.48607 -1.51472 0.39926 -2.292 -0.148 2.799
Si -1.07635 1.53428 0.13658 1.886 -0.299 -0.253
H 1.73759 1.21074 -1.02578 -1.023 3.439 -0.267
H 3.08505 0.12548 -0.87793 1.998 -0.027 0.269
H 1.62842 -0.32503 -1.67938 0.012 0.053 -0.043
H -0.60351 -2.46471 -0.15894 0.153 -1.572 -0.851
H -1.67648 -1.91007 1.90605 0.376 0.146 -0.992
H -3.04521 -1.33631 0.14171 1.577 -0.250 -0.545
H -2.44957 1.77049 0.54941 -0.558 -0.008 -0.294
H -0.26246 2.38058 1.10146 -0.200 -0.317 -0.359
H -0.60110 1.89261 -1.25395 -0.647 0.645 0.371
```
Positions in Å, forces in eV/Å.

Here is a gas-phase ion, C2H9NP (charge +1) from the Open Molecules 2025 dataset. Energies are from ωB97M-V with the def2-TZVPD basis set.

## Properties
HOMO level = -14.16 eV
net charge = +1
multiplicity = 1
gap between HOMO and LUMO = 10.189 eV
E_LUMO = -3.97 eV

The geometry in XYZ format:
```
13
Properties=species:S:1:pos:R:3:forces:R:3
C -1.90633 -0.28188 -0.46811 -1.729 -0.118 -1.014
P -0.82373 0.99471 0.37901 -1.168 -1.540 0.790
C 0.67160 -0.06364 0.49913 0.402 -1.716 -1.576
N 1.86164 0.34988 -0.46686 -1.518 -0.030 2.241
H -1.28787 -0.92877 -1.18167 -1.133 0.936 0.866
H -2.82133 0.21531 -1.01334 2.031 -0.899 0.743
H -2.39984 -0.91740 0.32514 0.811 0.466 -0.998
H -1.21753 0.42415 1.67334 0.397 1.076 -0.617
H 0.61482 -1.18792 0.44496 -0.486 1.080 -0.632
H 1.06131 0.02009 1.46491 0.967 0.795 1.527
H 1.65691 0.21872 -1.47788 0.657 -0.174 0.924
H 1.99861 1.32837 -0.20977 0.221 0.185 -0.727
H 2.59174 -0.17161 0.03113 0.548 -0.061 -1.527
```
Positions in Å, forces in eV/Å.

Here is a gas-phase ion, C2H9NPS (charge +1) from the Open Molecules 2025 dataset. Energies are from ωB97M-V with the def2-TZVPD basis set.

## Properties
HOMO level (spin up / spin down) = -9.14 / -14.39 eV
net charge = +1
multiplicity = 3
gap between HOMO and LUMO (spin up / spin down) = 5.526 / 7.122 eV
E_LUMO (spin up / spin down) = -3.62 / -7.27 eV

The geometry in XYZ format:
```
14
Properties=species:S:1:pos:R:3:forces:R:3
C -0.98167 -0.41432 -0.54526 -3.587 3.640 -0.240
C -0.22207 0.78429 -1.11598 0.567 1.148 -2.493
N -1.06446 -0.10485 0.95846 0.033 -3.332 1.089
P 2.33275 -0.63341 0.12873 2.359 -1.799 -0.983
S 1.21271 1.17798 -0.04258 -1.847 3.767 -1.402
H -0.48238 -1.28169 -0.71531 1.457 -2.559 -0.143
H -2.03605 -0.46613 -1.05183 1.852 -0.022 1.328
H 0.27644 0.55149 -2.12664 -0.749 -0.162 1.445
H -0.83526 1.71727 -1.43928 0.835 -1.553 1.270
H -1.03755 -1.01275 1.56965 0.755 1.668 -1.539
H -1.99114 0.17353 1.30046 0.404 1.267 -0.555
H -0.10864 0.48851 1.09679 -1.752 -0.579 0.455
H 3.19742 0.19972 0.81495 0.693 0.338 0.158
H 1.73989 -1.17965 1.16783 -1.020 -1.821 1.610
```
Positions in Å, forces in eV/Å.

Here is 2 unconnected molecules or ions with the total composition C2H9NS from the Open Molecules 2025 dataset. Energies are from ωB97M-V with the def2-TZVPD basis set.

## Properties
HOMO level = -8.70 eV
multiplicity = 1
gap between HOMO and LUMO = 9.678 eV
E_LUMO = 0.97 eV

The geometry in XYZ format:
```
13
Properties=species:S:1:pos:R:3:forces:R:3
C -1.16719 0.79312 -0.47921 0.359 -0.973 -0.844
S -0.16501 -0.65213 0.04533 -1.252 0.661 0.755
C -1.15555 -0.96748 1.53717 1.338 -1.259 1.440
H -1.78251 0.42491 -1.30348 0.195 0.483 -0.209
H -0.49038 1.60080 -0.77339 -0.531 0.011 0.099
H -1.86110 0.98807 0.32107 0.150 0.629 0.309
H -0.70165 -1.93279 1.85626 -0.362 0.542 0.268
H -1.02717 -0.24918 2.40022 0.026 -0.489 -1.216
H -2.21169 -1.20400 1.42812 -0.052 0.319 -0.604
N 2.40874 1.19661 -1.14681 -1.203 -0.065 0.745
H 1.77989 0.75842 -0.45694 0.383 -0.128 -0.607
H 2.70085 2.01977 -0.63399 0.696 -0.005 -0.341
H 3.15842 0.54102 -1.31940 0.253 0.276 0.204
```
Positions in Å, forces in eV/Å.

Here is a molecular structure, C2H9NS from the Open Molecules 2025 dataset. Energies are from ωB97M-V with the def2-TZVPD basis set.

## Properties
HOMO level = -8.54 eV
multiplicity = 1
gap between HOMO and LUMO = 9.494 eV
E_LUMO = 0.96 eV

The geometry in XYZ format:
```
13
Properties=species:S:1:pos:R:3:forces:R:3
N -1.37292 -2.06690 -0.72675 -2.030 -1.430 -2.282
H -1.92944 -2.30247 0.09439 -0.029 1.279 0.473
H 0.17217 1.44805 -3.02486 -1.203 2.143 -0.369
H -1.84850 -1.26463 -1.30046 0.817 -2.060 1.703
H -1.71157 -2.99444 -1.20833 1.274 2.274 0.119
C 1.30038 0.54200 0.62607 -0.257 2.110 1.049
C 0.91991 0.73280 2.07992 -0.598 -0.723 0.360
S -0.01762 1.89767 0.92994 1.923 -0.020 0.844
H -0.22962 2.16461 -3.14882 1.204 -2.149 0.379
H 0.74712 -0.05508 -0.04016 -0.169 -1.640 -0.131
H 2.27321 0.88401 0.21122 -0.782 -0.087 0.758
H 0.10198 0.14176 2.49803 0.387 -0.560 -0.605
H 1.59490 0.87261 3.00979 -0.537 0.863 -2.299
```
Positions in Å, forces in eV/Å.

Here is 2 unconnected molecules or ions with the total composition C2H9NS from the Open Molecules 2025 dataset. Energies are from ωB97M-V with the def2-TZVPD basis set.

## Properties
HOMO level = -8.17 eV
multiplicity = 1
gap between HOMO and LUMO = 8.801 eV
E_LUMO = 0.63 eV

The geometry in XYZ format:
```
13
Properties=species:S:1:pos:R:3:forces:R:3
C -1.47995 1.39891 -0.06503 0.558 -0.014 0.655
C -1.44991 0.17095 -0.95176 -1.312 0.489 -0.881
N -0.76578 -1.00010 -0.36104 -0.621 0.577 -1.263
H -2.11618 2.17553 -0.48655 0.166 0.012 -0.163
H -0.47508 1.77346 0.13068 0.023 0.216 -0.254
H -1.86587 1.19229 0.93469 -0.229 -0.288 -0.057
H -1.03216 0.40199 -1.93442 0.588 0.045 0.281
H -2.49561 -0.00861 -1.24202 0.076 -0.595 0.340
H -1.44975 -1.57530 0.12064 0.298 0.166 0.582
H -0.44065 -1.59117 -1.12378 0.177 0.062 0.150
S 1.88817 -0.18979 0.61359 1.066 1.604 -1.652
H 2.65780 -0.60253 1.62354 -0.995 -0.603 0.501
H 0.45862 -0.40029 0.16078 0.204 -1.673 1.761
```
Positions in Å, forces in eV/Å.

Here is 3 unconnected molecules or ions with the total composition C2H9OS from the Open Molecules 2025 dataset. Energies are from ωB97M-V with the def2-TZVPD basis set.

## Properties
HOMO level = -15.72 eV
net charge = +1
multiplicity = 1
gap between HOMO and LUMO = 9.721 eV
E_LUMO = -6.00 eV

The geometry in XYZ format:
```
13
Properties=species:S:1:pos:R:3:forces:R:3
O 1.22439 0.01547 1.78573 0.318 0.109 0.315
H 2.03146 -0.54687 1.83292 -1.041 0.670 -0.010
H 3.13843 -1.45975 1.51387 0.538 -0.077 0.186
H 1.26291 0.54645 2.59604 -0.061 -0.203 -0.146
C -0.52201 -1.27018 -1.75108 -2.609 -0.461 -0.775
C -0.11085 -0.16731 -0.90450 2.402 -0.774 -0.452
S -0.95905 0.86483 -0.03114 -1.557 0.289 0.225
H -0.54286 -0.92882 -2.80177 0.575 0.019 0.149
H -1.57250 -1.58181 -1.63455 0.228 0.225 0.331
H 0.07018 -2.17603 -1.67588 0.556 0.265 0.081
H 3.40634 -0.93459 1.97888 0.424 -0.481 -0.213
H 0.98280 -0.10943 -0.91623 -0.239 0.523 0.499
H 0.00537 1.56710 0.57811 0.467 -0.104 -0.189
```
Positions in Å, forces in eV/Å.

Here is a molecular structure, C2HAlF6NO5S2 from the Open Molecules 2025 dataset. Energies are from ωB97M-V with the def2-TZVPD basis set.

## Properties
HOMO level = -14.09 eV
net charge = +1
multiplicity = 1
gap between HOMO and LUMO = 6.628 eV
E_LUMO = -7.46 eV

The geometry in XYZ format:
```
18
Properties=species:S:1:pos:R:3:forces:R:3
Al -0.95792 -1.56920 -0.35138 1.693 1.140 -0.518
N 0.33298 1.38206 0.51342 -0.716 -1.321 0.439
S -0.09222 0.40951 1.66492 1.967 5.627 2.613
O -0.66309 1.12459 2.79274 0.519 -1.949 -2.179
O -0.85888 -0.79666 1.19569 -1.742 -2.862 -1.469
C 1.46754 -0.39299 2.31117 0.251 0.281 0.801
F 2.27590 0.54085 2.77109 -0.462 -0.086 -0.294
F 2.05925 -1.04701 1.32649 -0.026 -0.291 -0.602
F 1.15811 -1.23241 3.28092 -0.184 -0.113 -0.055
S 0.55739 0.81154 -1.02677 1.471 2.188 -0.389
O 1.75408 1.47499 -1.61265 -1.848 -1.712 0.884
C -0.87614 1.74406 -1.79606 0.955 1.183 -0.709
F -2.01904 1.31252 -1.28636 -0.691 -0.713 0.514
F -0.76501 3.04516 -1.59933 0.003 -0.460 0.171
F -0.86232 1.50278 -3.10024 -0.043 -0.249 0.059
O -0.83813 -3.12959 -1.26860 0.123 0.673 0.192
H -1.49892 -3.37936 -1.92621 -0.256 -0.360 -0.436
O -0.17356 -1.80084 -1.88886 -1.015 -0.977 0.977
```
Positions in Å, forces in eV/Å.